This record from OMol25 describes 2 unconnected molecules or ions with the total composition C27H49BrFN3O9P. The level of theory is wB97M-V/def2-TZVPD.

Charge: +1
HOMO energy (eV): -10.9
Multiplicity: 1
Electronic energy (eV): -133724.372

Element x y z (Å)
C  6.315  1.180  0.478
C  6.479  -0.395  0.165
C  5.050  -0.954  -0.354
C  4.604  -0.284  -1.781
C  3.245  -1.029  -2.220
C  2.050  -0.058  -2.695
C  1.099  0.460  -1.458
C  -0.421  0.537  -1.882
N  -1.513  -0.077  -1.063
C  -2.277  0.804  -0.115
C  -1.630  1.077  1.328
C  -0.156  1.687  1.398
O  0.881  0.772  1.857
C  2.186  1.368  1.685
O  3.120  0.907  2.403
C  -2.879  2.171  -0.711
C  -2.266  3.571  -0.287
C  -1.122  4.190  -1.240
F  -3.353  4.570  -0.392
C  -3.649  -0.020  0.290
C  -4.746  -0.213  -0.851
C  -6.121  0.535  -0.355
O  -6.823  -0.444  0.495
C  -6.660  -0.129  1.883
O  -7.103  0.955  2.394
C  -5.866  -1.097  2.926
C  -4.635  -0.363  3.663
O  -3.381  -1.299  0.887
C  -2.669  -2.177  -0.065
P  -2.396  -3.730  1.065
N  -3.865  -4.711  0.849
O  -2.419  -3.223  2.705
C  -1.256  -1.515  -0.578
C  -0.805  -2.319  -1.914
C  -1.078  -3.882  -1.975
O  -2.211  -4.443  -2.153
Br  0.429  -5.216  -1.860
N  -0.367  -1.637  0.589
C  0.612  -2.473  0.501
O  1.647  -3.135  0.417
H  7.064  1.506  1.296
H  5.247  1.380  0.859
H  6.480  1.772  -0.502
H  7.227  -0.585  -0.690
H  6.741  -0.938  1.142
H  4.227  -0.729  0.440
H  5.055  -2.115  -0.445
H  4.446  0.836  -1.606
H  5.436  -0.519  -2.547
H  2.867  -1.623  -1.316
H  3.460  -1.771  -3.087
H  1.460  -0.614  -3.506
H  2.551  0.850  -3.215
H  1.401  -0.105  -0.522
H  1.493  1.544  -1.280
H  -0.630  1.666  -2.086
H  -0.476  0.141  -2.980
H  -2.239  -0.261  -1.809
H  -1.632  0.153  2.036
H  -2.335  1.836  1.857
H  -0.184  2.538  2.195
H  0.070  2.217  0.407
H  2.406  2.188  0.905
H  -2.786  2.092  -1.871
H  -4.021  2.307  -0.532
H  -1.906  3.698  0.789
H  -0.072  3.768  -1.068
H  -1.429  3.981  -2.332
H  -1.041  5.342  -1.124
H  -4.125  0.644  1.119
H  -5.068  -1.286  -1.083
H  -4.493  0.275  -1.877
H  -6.813  0.719  -1.256
H  -5.894  1.509  0.232
H  -6.570  -1.491  3.756
H  -5.434  -2.033  2.405
H  -4.742  -0.428  4.819
H  -4.523  0.754  3.414
H  -3.617  -0.871  3.435
H  -3.325  -2.554  -0.923
H  -3.724  -5.254  -0.023
H  -4.021  -5.344  1.653
H  -2.812  -3.924  3.280
H  0.320  -2.169  -2.179
H  -1.341  -1.890  -2.858
C  10.496  1.935  0.563
O  9.186  2.158  0.063
H  10.643  0.864  0.700
H  11.232  2.312  -0.152
H  10.615  2.443  1.523
H  9.082  3.112  -0.050



This record from OMol25 describes 2 unconnected molecules or ions with the total composition C5H15N3. The level of theory is wB97M-V/def2-TZVPD.

HOMO energy (eV): -7.4
Energy relative to the best compared isomer or geometry (same formula, charge and spin) (eV): 5.156
Multiplicity: 1
Electronic energy (eV): -9893.995

Element x y z (Å)
C  -1.402  -1.922  0.226
C  -1.396  -0.420  0.328
N  -1.173  0.309  -0.765
C  -1.718  1.640  -0.794
H  -1.590  -2.366  1.206
H  -2.160  -2.277  -0.470
H  -0.425  -2.286  -0.087
H  -2.278  -0.113  0.918
H  -1.642  2.020  -1.815
H  -1.155  2.347  -0.163
H  -2.771  1.661  -0.475
C  2.187  0.858  -1.248
C  1.534  -0.272  -0.500
N  0.652  0.150  0.977
N  0.662  -0.348  2.313
H  2.896  0.449  -1.974
H  2.723  1.531  -0.577
H  1.480  1.425  -1.850
H  2.250  -0.936  -0.015
H  0.903  -0.853  -1.172
H  0.578  1.163  1.000
H  1.603  -0.485  2.670
H  0.237  -1.274  2.264



This record from OMol25 describes 2 unconnected molecules or ions with the total composition C15H18N4O3. The level of theory is wB97M-V/def2-TZVPD.

HOMO energy (eV): -8.3
Energy relative to the best compared isomer or geometry (same formula, charge and spin) (eV): 9.193
Multiplicity: 1
Electronic energy (eV): -27942.208

Element x y z (Å)
C  -1.299  -0.092  0.303
C  0.106  0.560  -0.048
C  -2.368  0.390  -0.879
C  -3.702  0.134  -0.424
C  -4.444  0.947  0.408
C  -4.310  -1.014  -0.863
C  -5.918  0.605  0.585
C  -5.762  -1.255  -0.819
C  -6.552  -0.426  -0.061
C  2.427  0.603  0.570
C  3.105  1.878  -0.261
C  2.789  -0.691  -0.225
C  4.311  -0.754  -0.077
C  5.325  -0.861  -1.074
C  6.263  -1.160  0.914
H  -2.620  -0.236  2.118
H  -1.613  1.132  1.725
H  -1.049  -1.192  0.337
H  -1.984  -0.015  -1.838
H  -2.244  1.613  -0.637
H  -4.267  1.957  1.089
H  -3.790  -1.703  -1.727
H  -6.584  1.097  1.232
H  -6.167  -2.163  -1.230
H  -7.536  -0.625  0.212
H  0.821  -0.021  2.083
H  2.897  0.748  1.531
H  2.446  -1.553  0.467
H  2.130  -1.069  -1.058
H  5.293  -0.504  -2.151
H  6.966  -1.232  1.752
H  7.436  -0.559  -1.054
H  2.022  1.153  -1.571
N  -1.828  0.227  1.628
N  1.042  0.895  1.011
N  4.829  -0.903  1.232
N  6.543  -1.154  -0.598
O  0.447  0.793  -1.198
O  4.075  2.533  0.150
O  2.766  1.918  -1.552



This record from OMol25 describes 2 unconnected molecules or ions with the total composition C4H13N2O2. The level of theory is wB97M-V/def2-TZVPD.

⟨S²⟩: 0.75
HOMO energy (alpha / beta) (eV): -4.5 / -8.7
Energy relative to the best compared isomer or geometry (same formula, charge and spin) (eV): 0.287
Multiplicity: 2
Electronic energy (eV): -11431.462

Element x y z (Å)
N  -1.602  0.752  2.471
C  -0.356  0.121  2.048
C  0.334  1.001  1.066
N  1.268  0.573  0.143
C  1.516  -0.845  -0.085
C  2.056  1.511  -0.587
O  0.261  2.357  1.218
H  -0.575  2.565  1.650
H  -1.621  1.007  3.444
H  -2.481  0.311  2.239
H  -0.503  -0.876  1.698
H  0.303  0.021  2.924
H  2.232  -0.941  -0.892
H  2.019  -1.362  0.749
H  0.542  -1.284  -0.323
H  1.449  2.303  -1.036
H  2.798  2.015  0.049
H  2.654  1.098  -1.399
H  -3.601  -4.139  -4.732
H  -3.238  -2.987  -5.776
O  -3.456  -3.203  -4.869



This record from OMol25 describes 4 unconnected molecules or ions with the total composition C9H26O4. The level of theory is wB97M-V/def2-TZVPD.

HOMO energy (eV): -10.3
Energy relative to the best compared isomer or geometry (same formula, charge and spin) (eV): 1.145
Multiplicity: 1
Electronic energy (eV): -17943.532

Element x y z (Å)
C  2.644  0.409  0.629
C  1.270  0.110  1.347
C  0.437  -0.980  0.755
O  1.593  -0.228  2.654
H  2.507  0.916  -0.326
H  3.214  -0.503  0.452
H  3.289  1.102  1.170
H  0.637  0.996  1.394
H  0.283  -0.838  -0.315
H  -0.556  -1.105  1.187
H  0.881  -1.965  0.894
H  2.056  -1.068  2.610
C  -0.198  -2.328  -2.947
C  1.000  -3.229  -2.829
C  1.781  -3.221  -1.453
O  0.458  -4.571  -3.078
H  0.005  -1.292  -2.675
H  -1.100  -2.724  -2.481
H  -0.349  -2.165  -4.014
H  1.736  -3.108  -3.624
H  2.085  -2.259  -1.039
H  2.744  -3.722  -1.549
H  1.234  -3.811  -0.717
H  0.686  -5.035  -2.269
C  -2.294  4.122  0.715
C  -2.437  2.780  0.025
C  -3.514  1.886  0.715
O  -2.823  3.043  -1.301
H  -1.488  4.705  0.269
H  -2.007  3.948  1.752
H  -3.189  4.725  0.564
H  -1.571  2.119  0.014
H  -4.488  2.367  0.798
H  -3.217  1.514  1.695
H  -3.643  0.994  0.103
H  -3.771  3.177  -1.232
O  1.978  1.900  4.390
H  2.621  2.165  3.733
H  1.505  1.174  3.985